{"formula": "C30H52BrIrN3P2S", "method": "ωB97M-V/def2-TZVPD", "e_above_lowest_ev": 3.3132, "total_charge": 4, "orbital_gap_ev": [4.0, 4.1], "multiplicity": 6, "species": ["N", "C", "C", "C", "C", "C", "C", "Ir", "P", "C", "C", "C", "C", "C", "C", "C", "Br", "H", "H", "H", "H", "H", "H", "H", "H", "H", "H", "P", "C", "C", "H", "H", "H", "H", "H", "C", "C", "H", "H", "H", "H", "H", "C", "C", "H", "H", "H", "H", "H", "C", "C", "H", "H", "H", "H", "H", "C", "C", "H", "H", "H", "H", "H", "C", "C", "H", "H", "H", "H", "H", "C", "C", "N", "C", "S", "N", "C", "C", "H", "H", "H", "H", "H", "H", "H", "H", "H", "H", "H", "H"], "xyz": [[-6.43, 4.57, -6.08], [-6.34, 5.07, -4.84], [-5.51, 4.49, -3.87], [-4.73, 3.35, -4.19], [-4.85, 2.85, -5.49], [-5.73, 3.48, -6.40], [-3.75, 2.84, -3.22], [-0.85, 0.34, -1.13], [4.45, -0.58, -0.69], [-2.73, 1.99, -3.45], [-1.52, 1.97, -2.62], [-0.24, 1.42, -2.96], [0.91, 1.55, -2.14], [0.79, 2.19, -0.85], [-0.45, 2.71, -0.55], [-1.56, 2.58, -1.37], [2.11, 2.55, 0.49], [-3.94, 3.33, -2.28], [-2.80, 1.35, -4.35], [-5.46, 4.97, -2.90], [-4.27, 1.99, -5.81], [-6.98, 5.93, -4.60], [-5.87, 3.05, -7.40], [-0.14, 1.05, -3.98], [-2.50, 3.03, -1.12], [1.83, 1.13, -2.46], [-0.62, 3.22, 0.39], [-0.58, -1.89, -0.97], [4.40, 1.24, -0.85], [5.65, 1.85, -1.39], [4.22, 1.64, 0.16], [3.52, 1.48, -1.47], [5.64, 2.93, -1.26], [6.52, 1.46, -0.87], [5.77, 1.65, -2.45], [3.83, -1.03, -2.37], [4.85, -1.96, -3.04], [3.71, -0.11, -2.98], [2.86, -1.52, -2.28], [4.58, -2.13, -4.09], [5.86, -1.55, -3.02], [4.87, -2.95, -2.56], [3.19, -1.04, 0.56], [3.92, -1.83, 1.69], [2.47, -1.71, 0.06], [2.67, -0.15, 0.95], [3.27, -2.59, 2.14], [4.80, -2.36, 1.28], [4.29, -1.20, 2.52], [-0.53, -3.24, 0.30], [-1.71, -4.25, 0.27], [-0.47, -2.80, 1.30], [0.41, -3.81, 0.17], [-2.66, -3.76, 0.52], [-1.84, -4.72, -0.72], [-1.55, -5.07, 0.99], [0.53, -2.63, -2.23], [0.17, -2.35, -3.69], [0.67, -3.72, -2.04], [1.50, -2.16, -2.03], [-0.75, -2.87, -4.01], [0.03, -1.27, -3.87], [0.98, -2.69, -4.35], [-2.24, -1.72, -1.78], [-3.40, -1.60, -0.81], [-2.32, -2.53, -2.53], [-2.14, -0.74, -2.34], [-4.03, -0.76, -1.10], [-4.00, -2.52, -0.82], [-3.06, -1.41, 0.22], [-0.69, -2.40, 5.84], [0.10, -1.94, 4.64], [-0.74, -1.25, 3.60], [-0.33, -0.23, 2.80], [-1.25, 0.11, 1.29], [0.59, 0.63, 3.30], [0.33, 1.36, 4.58], [1.51, 2.25, 4.97], [-1.35, -1.61, 6.20], [0.00, -2.67, 6.64], [-1.28, -3.28, 5.58], [0.92, -1.26, 4.90], [0.56, -2.80, 4.14], [-1.48, -1.82, 3.24], [1.10, 1.19, 2.60], [-0.58, 1.99, 4.50], [0.13, 0.59, 5.36], [1.72, 3.01, 4.20], [1.26, 2.77, 5.90], [2.40, 1.64, 5.15]]}